(1)
The following is a quantum chemistry calculation of the molecule C4H8N2O2S in a non-equilibrium geometry, from the Open Molecules 2025 dataset.

CARTESIAN COORDINATES (ANGSTROEM)
1 C 1.01360 0.34585 1.58623
2 C 0.52055 -1.13090 1.72101
3 C 0.08567 -1.05945 -0.88922
4 C -2.02527 -0.23013 -1.73322
5 N 1.19319 0.76943 0.35760
6 N 1.05926 2.10628 0.06637
7 O 1.12153 1.07180 2.58373
8 O -1.30652 -1.00068 -0.74324
9 S 0.99187 -2.00753 0.23191
10 H 0.82320 -1.75251 2.51023
11 H -0.53213 -1.36119 1.77231
12 H 0.60230 -0.75967 -1.77464
13 H -2.91054 -0.86943 -1.96218
14 H -1.36207 -0.16028 -2.53362
15 H -2.13364 0.79078 -1.50311
16 H 1.87798 2.42629 -0.53438
17 H 0.98101 2.82134 0.84420

Atoms 1-6, force components in eV/Å:
C -1.344 0.081 2.230
C -0.200 0.336 -1.521
C -1.933 0.678 2.486
C 0.087 -2.226 0.249
N -0.369 -0.238 -2.529
N 1.704 1.534 -0.308

The value obtained for the strongest force on any atom is 3.22 eV/A. As for the orbital gap (alpha / beta): 6.3 / 7.7 eV. Its highest occupied orbital energy (alpha / beta) is -0.2657 / -0.2945 hartree.

How positive or negative is each atom? The natural (NBO) charges in e answer that: 0.570, -0.601, 0.093, -0.247, -0.344, -0.637, -0.656, -0.493, 0.304, 0.244, 0.245, 0.204, 0.209, 0.174, 0.203, 0.358, 0.375

(2)
The following is a quantum chemistry calculation of a cluster of 4 separate species, C3H15N2O3 in total in a non-equilibrium geometry, from the Open Molecules 2025 dataset.

CARTESIAN COORDINATES (ANGSTROEM)
1 C -1.71645 -2.05703 -1.91916
2 C -1.93050 -0.65438 -2.38592
3 N 0.53894 1.07880 -0.40477
4 C -0.41723 0.20155 -0.75157
5 N -1.47037 0.40844 -1.49728
6 H -0.71854 -2.40223 -1.74858
7 H -2.11767 -2.28108 -0.77423
8 H -2.23933 -2.80674 -2.52517
9 H -1.49348 -0.40391 -3.41281
10 H -3.08981 -0.37127 -2.47476
11 H 0.48644 2.08166 -0.06834
12 H 1.41120 0.68871 0.07216
13 H -0.28173 -0.89261 -0.33865
14 H -1.50784 1.39521 -1.89628
15 H 4.06732 0.00501 1.14715
16 H 3.16457 -1.28431 1.23272
17 O 3.20810 -0.29077 1.34378
18 H -0.22768 3.00324 2.80534
19 H 0.53891 1.74488 2.19383
20 O -0.16889 2.43042 2.11669
21 H 0.87091 -0.16485 3.73888
22 H 1.96585 0.38078 2.70753
23 O 1.12727 0.19048 2.83947

Atoms 1-6, force components in eV/Å:
C -1.568 -1.485 3.480
C -3.349 1.517 -1.773
N 1.389 0.050 1.709
C 1.402 -1.365 1.626
N 1.766 2.260 -0.083
H 0.977 0.115 -0.734

The value obtained for the strongest force on any atom is 8.05 eV/A. As for the charge: +1. As for the orbital gap: 10.9 eV. Its highest occupied orbital energy is -0.5212 hartree.

How positive or negative is each atom? The natural (NBO) charges in e answer that: -0.661, -0.231, -0.784, 0.412, -0.510, 0.221, 0.226, 0.269, 0.228, 0.234, 0.471, 0.447, 0.234, 0.427, 0.491, 0.501, -0.981, 0.480, 0.494, -0.994, 0.510, 0.486, -0.971

(3)
The following is a quantum chemistry calculation of a structure of composition C17H38BrN9O4P2S3SbTi in a non-equilibrium geometry, from the Open Molecules 2025 dataset.

CARTESIAN COORDINATES (ANGSTROEM)
1 Ti -0.05136 -0.68905 1.45793
2 S -0.64478 2.38931 4.28222
3 Sb 1.19203 0.99123 3.87341
4 S 1.92392 1.17933 1.57170
5 S 0.30613 -1.30332 3.84233
6 C -0.22056 0.37257 -4.44231
7 N -0.11412 -0.38902 -3.20231
8 C -0.40705 -1.81036 -3.31827
9 P 0.49998 0.29796 -1.85179
10 O 0.41737 -0.68388 -0.73310
11 O -0.30595 1.65091 -1.62025
12 P -1.02597 2.16119 -0.25275
13 O -0.86419 1.26131 0.90067
14 N -0.33878 3.61783 -0.08340
15 C -0.39907 4.25500 1.24542
16 C -0.33954 4.55921 -1.19978
17 N -2.60824 2.19249 -0.68661
18 C -3.07444 2.75925 -1.94723
19 C -3.61315 2.12197 0.38727
20 N 1.96377 0.88484 -2.27180
21 C 2.96692 -0.17287 -2.47631
22 C 2.54209 2.07501 -1.62489
23 H -1.24583 0.33542 -4.82065
24 H 0.44634 -0.03221 -5.21057
25 H 0.04909 1.41431 -4.28416
26 H -1.45019 -1.97152 -3.60439
27 H -0.23183 -2.30610 -2.36877
28 H 0.23270 -2.27163 -4.07893
29 H -0.54365 3.52364 2.04518
30 H -1.20887 4.99441 1.28037
31 H 0.55087 4.75348 1.43648
32 H -0.20106 4.05194 -2.15467
33 H 0.49258 5.25217 -1.06656
34 H -1.26239 5.15041 -1.24440
35 H -2.26942 2.79271 -2.68079
36 H -3.47015 3.77161 -1.81930
37 H -3.87476 2.13619 -2.35714
38 H -3.18032 1.66913 1.27829
39 H -4.45256 1.50294 0.05645
40 H -3.99649 3.11444 0.63932
41 H 2.52480 -1.04404 -2.96409
42 H 3.40541 -0.49009 -1.52376
43 H 3.75970 0.20689 -3.12163
44 H 1.77198 2.81349 -1.42120
45 H 3.27437 2.50363 -2.31191
46 H 3.02269 1.83051 -0.67782
47 C 4.82853 -1.11345 2.27564
48 N 4.13810 -1.85292 1.20739
49 C 4.89241 -2.76656 0.36132
50 C 2.82371 -1.87887 1.22534
51 N 1.68856 -1.77295 1.32833
52 H 5.18204 -1.79878 3.04879
53 H 4.13509 -0.38559 2.69374
54 H 5.67459 -0.58550 1.83775
55 H 5.33713 -3.56691 0.95518
56 H 5.68791 -2.22134 -0.14396
57 H 4.23346 -3.20299 -0.38505
58 N -3.17881 -2.04670 3.42582
59 C -2.69588 -0.76731 3.34616
60 N -3.03298 0.09025 4.30364
61 O -2.05315 -0.39250 2.34247
62 H -3.44229 -2.40923 4.32424
63 H -2.76375 -2.70154 2.78895
64 H -3.35032 -0.26715 5.19036
65 H -2.42532 0.95297 4.32735
66 Br -2.66456 -1.08698 -0.61190
67 C -1.81114 -2.63502 0.02615
68 C -2.19334 -3.85006 -0.53832
69 C -1.67082 -4.99732 -0.00295
70 C -0.81600 -4.90094 1.07238
71 C -0.47189 -3.64519 1.54356
72 N -0.94009 -2.51655 1.01203
73 H -2.90342 -3.86267 -1.35191
74 H -1.94291 -5.96523 -0.41338
75 H -0.40737 -5.77914 1.55368
76 H 0.19448 -3.49648 2.38169

Atoms 1-6, force components in eV/Å:
Ti 0.733 3.096 1.603
S -0.133 -0.160 -0.148
Sb 0.450 0.474 0.908
S -0.406 -0.442 0.087
S -0.117 -0.040 -0.618
C 0.013 -0.134 0.083

The expectation value of S² is 0.757. The value obtained for the strongest force on any atom is 3.56 eV/A. Its multiplicity is 2. As for the orbital gap (alpha / beta): 5.2 / 5.2 eV. Its highest occupied orbital energy (alpha / beta) is -0.1957 / -0.1956 hartree.

How positive or negative is each atom? The Mulliken charges in e answer that: -0.221, -0.833, 0.279, -0.640, -0.657, -1.211, 0.674, -0.821, -0.886, 0.167, 0.032, -0.823, 0.795, 0.761, -0.459, -0.992, 0.719, -1.083, -0.971, 0.305, -0.905, -0.741, 0.349, 0.334, 0.278, 0.263, 0.140, 0.302, -0.288, 0.296, 0.312, 0.241, 0.409, 0.252, 0.256, 0.272, 0.334, 0.138, 0.310, 0.305, 0.300, 0.163, 0.389, 0.175, 0.395, 0.135, -0.727, 0.224, -0.967, 0.289, -0.056, 0.301, 0.127, 0.316, 0.349, 0.314, 0.298, -0.411, 0.061, -0.358, 0.400, 0.240, 0.094, 0.224, -0.041, 0.068, 0.188, -0.780, -0.424, -1.091, -0.563, 1.494, 0.527, 0.412, 0.463, 0.478

(4)
The following is a quantum chemistry calculation of a cluster of 2 separate species, C3H9N2 in total in a non-equilibrium geometry, from the Open Molecules 2025 dataset.

CARTESIAN COORDINATES (ANGSTROEM)
1 C 0.69002 -1.42660 -0.92399
2 N 1.12104 -1.66719 0.25866
3 H 0.19883 -2.29506 -1.35315
4 H 0.78990 -0.47028 -1.41949
5 H 1.85139 -1.05439 0.63054
6 H 0.76035 -2.39097 0.85340
7 C -1.75290 0.69939 -0.10616
8 C -0.68595 1.07923 0.59714
9 N 0.59741 1.44314 0.11363
10 H -1.90808 0.69908 -1.17533
11 H -2.60035 0.40894 0.49984
12 H -0.76462 0.99826 1.67567
13 H 0.57586 2.19997 -0.55877
14 H 1.12711 1.77649 0.90801

Atoms 1-6, force components in eV/Å:
C -0.675 -1.559 0.768
N 1.046 1.667 -0.693
H -0.687 0.546 -0.335
H 0.711 -0.038 0.016
H -0.754 0.222 0.411
H 0.244 -0.839 -0.124

The value obtained for the strongest force on any atom is 2.09 eV/A. As for the charge: +1. As for the orbital gap: 7.3 eV. Its highest occupied orbital energy is -0.4719 hartree.

How positive or negative is each atom? The natural (NBO) charges in e answer that: 0.184, -0.589, 0.224, 0.264, 0.444, 0.447, -0.489, -0.024, -0.877, 0.210, 0.225, 0.199, 0.399, 0.385

Values for energy above the lowest of the compared OMol25 structures with the same formula, charge and spin, kJ/mol, ordered as above
462.4; 223.6; 120.0; 221.7